C12H15N | wB97M-V/def2-TZVPD

The calculation puts the calculated total energy at -14171.87551 eV. The calculation puts the relative energy (zero: lowest compared OMol25 entry of this formula, charge and spin) at 144.7 kcal/mol. For the molecular weight, the calculation gives 173.3 g mol⁻¹. The calculation puts the HOMO-LUMO gap at 9.62 eV. Its maximum force is 0.107 Eh/bohr.

```
! wB97M-V def2-TZVPD RIJCOSX def2/J DEFGRID3
* xyz 0 1
N 1.2128 -2.2568 0.6399
C 0.7855 -1.6592 1.6538
C 2.1676 -0.0108 -1.3036
C -2.1567 0.0744 0.8957
C 1.7487 0.2547 0.1032
C 0.8412 -0.8761 0.4475
C 2.9811 0.2312 1.0643
C -2.9069 -0.4386 -1.6608
C -3.4110 0.3611 0.5248
C -1.6207 -0.6378 -1.4044
C -3.8386 0.1272 -0.7477
C 1.0617 1.5100 0.1715
C -1.2514 -0.5397 -0.0206
H -1.7838 0.3866 1.8828
H 1.6695 2.3939 -0.1551
H 0.0322 1.5392 -0.3600
H -4.8423 0.3325 -0.9733
H 2.6927 0.0521 2.0791
H 3.5817 1.1038 1.0102
H 2.5726 -0.9845 -1.3252
H -3.2202 -0.6358 -2.7408
H -1.0732 -1.2021 -2.1802
H 0.5652 1.6596 1.1891
H -4.1642 0.7244 1.2475
H 3.6084 -0.5569 0.8161
H 2.8985 0.8128 -1.6143
H 0.5764 -1.8481 2.7203
H 1.2732 0.0831 -1.9602
*
```